# 1
This record from OMol25 describes a cluster of 2 separate species, C16H17F2O in total in a non-equilibrium geometry. The level of theory is ωB97M-V with the def2-TZVPD basis set.

Geometry as XYZ:
```
36
Properties=species:S:1:pos:R:3
F -3.4093 4.5677 -1.1690
C -3.2057 3.2018 -1.1100
C -4.3060 2.3558 -1.1757
C -4.0586 0.9758 -1.1482
C -2.7573 0.4936 -1.0477
C -1.6081 1.3560 -0.9475
C -0.3069 0.7663 -0.8569
C 0.9864 1.3597 -0.9561
C 2.1333 0.4922 -0.9874
C 3.4348 0.9713 -1.1009
C 3.6844 2.3514 -1.1564
C 2.5808 3.1975 -1.1456
F 2.7867 4.5623 -1.2005
C 1.2651 2.7543 -1.0762
C -1.8928 2.7578 -0.9862
H -5.3080 2.7749 -1.2383
H -4.9151 0.3023 -1.2164
H -2.6078 -0.5794 -1.1036
H -0.2983 -0.3192 -0.8005
H 1.9860 -0.5813 -0.9731
H 4.2939 0.2999 -1.1469
H 4.6880 2.7743 -1.1989
H 0.4579 3.4703 -1.1544
H -1.0893 3.4822 -0.9627
C 1.6890 -3.3668 2.7881
C 0.3620 -3.2790 2.0727
C -0.0752 -4.7039 1.8342
O 0.4052 -2.4720 0.8561
H 1.4726 -3.8379 3.7489
H 2.3910 -4.0329 2.2761
H 2.1645 -2.4044 2.9789
H -0.3732 -2.8021 2.7331
H -0.2115 -5.1245 2.8323
H -1.0187 -4.8112 1.3018
H 0.6949 -5.3184 1.3580
H -0.0346 -1.6342 1.0790
```

Computed properties:
Net charge   +1
Total energy   -894.547518 Ha

---

# 2
This record from OMol25 describes the ion C16H17F3N with charge +1 in a non-equilibrium geometry. The level of theory is ωB97M-V with the def2-TZVPD basis set.

Geometry as XYZ:
```
37
Properties=species:S:1:pos:R:3
C -0.5533 -4.1082 2.1083
C 0.2497 -3.0269 1.4010
C -0.6035 -1.8228 1.0235
N 0.3253 -0.6949 0.5519
C 0.1904 -0.0245 -0.6481
C -1.1899 0.6260 -0.8041
C -2.3415 -0.1670 -0.7632
C -3.6029 0.4155 -0.6441
C -3.7441 1.8012 -0.7994
C -2.6053 2.5592 -1.0113
F -2.7152 3.9214 -1.1908
C -1.3295 1.9990 -1.0373
C 1.4290 0.9078 -0.7108
C 1.4420 2.0954 0.0265
C 2.5875 2.8924 -0.0253
F 2.5316 4.1622 0.5079
C 3.7756 2.4766 -0.6160
C 3.7684 1.1961 -1.1689
F 4.9490 0.6780 -1.6505
C 2.6263 0.3925 -1.2327
H 0.0517 -5.0117 2.2200
H -0.8807 -3.7876 3.1047
H -1.4433 -4.3597 1.5247
H 1.1166 -2.7302 2.0106
H 0.6496 -3.4336 0.4564
H -1.2451 -2.1168 0.2022
H -1.2244 -1.4246 1.8403
H 1.2871 -1.0653 0.6291
H 0.2676 0.0176 1.3026
H 0.3040 -0.7801 -1.4346
H -2.2746 -1.2528 -0.9009
H -4.4790 -0.2121 -0.4572
H -4.7265 2.2727 -0.7939
H -0.4692 2.6353 -1.2379
H 0.5661 2.4589 0.5717
H 4.6518 3.1138 -0.6668
H 2.6587 -0.6027 -1.6875
```

Computed properties:
SMILES   CCC[NH2+][C@@H](c1cccc(F)c1)c1cc(F)cc(F)c1
Net charge   +1
Total energy   -973.970805 Ha

---

# 3
This record from OMol25 describes a cluster of 2 separate species, C16H17F4NO2 in total in a non-equilibrium geometry. The level of theory is ωB97M-V with the def2-TZVPD basis set.

Geometry as XYZ:
```
40
Properties=species:S:1:pos:R:3
O -1.1898 -6.1252 2.2994
C -1.1927 -4.9159 2.2981
C -2.4474 -4.1758 2.3003
F -3.6070 -4.8503 2.2931
C -2.4503 -2.8311 2.3142
F -3.6134 -2.1627 2.3141
C -1.1989 -2.0839 2.3302
O -1.2008 -0.8764 2.3616
C 0.0557 -2.8249 2.3088
F 1.2152 -2.1504 2.3049
C 0.0585 -4.1696 2.2947
F 1.2212 -4.8389 2.2824
C -1.3063 0.5475 -1.9694
C -0.0263 0.9327 -1.7926
N 0.4475 1.9081 -0.8833
C -0.1799 1.9462 0.4607
C 0.1946 3.1924 1.2731
C 1.7175 3.3954 1.3056
C 2.2821 3.4647 -0.1203
C 1.8996 2.2132 -0.9182
C 0.8940 0.0613 -2.6070
C -0.0109 -0.7089 -3.5814
C -1.3972 -0.6155 -2.9162
H -2.1512 1.0331 -1.5147
H 0.1230 1.0375 0.9895
H -1.2654 1.8749 0.3357
H -0.2106 3.1275 2.2940
H -0.2779 4.0741 0.8240
H 1.9845 4.2964 1.8776
H 2.1858 2.5596 1.8412
H 1.8861 4.3530 -0.6266
H 3.3743 3.5981 -0.1038
H 2.4336 1.3373 -0.5387
H 2.1976 2.3244 -1.9666
H 1.6602 0.6496 -3.1226
H 1.4190 -0.6241 -1.9317
H 0.3211 -1.7403 -3.7592
H -0.0237 -0.2091 -4.5572
H -1.6131 -1.5297 -2.3488
H -2.2084 -0.4943 -3.6447
```

Computed properties:
SMILES   O=C1C(F)=C(F)C(=O)C(F)=C1F.C1=C(N2CCCCC2)CCC1
Net charge   0
Total energy   -1224.488629 Ha

---

Number 1: orbital gap 6.45 eV. Number 2: orbital gap 9.72 eV. Number 3: orbital gap 4.81 eV.